An isolated molecule of C7H12ClN3O. Source: the OMol25 dataset; level of theory: ωB97M-V/def2-TZVPD.

Computed properties:
- energy relative to the best compared isomer or geometry (same formula, charge and spin) (kJ/mol) = 449.6
- largest force on an atom (eV Å⁻¹) = 5.58
- LUMO energy (eV) = 0.583
- spin multiplicity = 1

Geometry as XYZ:
```
24
Properties=species:S:1:pos:R:3:forces:R:3:mulliken_charge:R:1
C 0.02324 0.47991 2.71104 3.319 0.677 1.256 -1.27
C 0.88711 -0.55862 2.06901 -1.254 -2.089 -0.855 0.55
C 1.65005 -1.43384 3.06977 -3.667 -2.385 -0.564 -1.63
C 0.05000 -1.45639 1.11109 -0.212 1.397 1.019 -0.73
N -0.53585 -0.56994 0.07529 -0.191 1.303 -4.327 -0.25
N 0.16116 -0.55736 -0.98504 1.574 -2.866 3.470 -0.03
O 0.12107 -0.03679 -2.22555 -0.770 1.005 -1.198 -0.22
C -0.72378 0.87757 -3.05438 -0.262 -0.109 2.171 0.11
C -1.84742 1.29305 -2.48776 -1.574 1.039 -0.630 0.40
N -2.82619 1.87480 -2.04018 5.564 0.469 0.004 -0.40
C -0.04664 1.42279 -4.27988 0.701 -1.280 0.129 -0.56
Cl -0.44937 0.55652 -5.86144 -0.014 -0.043 0.503 -0.21
H 0.80989 0.98653 3.35918 -1.586 0.002 -0.194 0.32
H -0.47823 1.19836 2.12336 -0.308 0.608 -1.015 0.37
H -0.66821 -0.05881 3.27436 -1.321 -0.522 1.417 0.35
H 1.66729 -0.17752 1.46394 0.687 0.986 -0.800 0.25
H 2.33491 -2.00028 2.53392 1.996 -0.578 -0.819 0.46
H 1.08726 -2.30356 3.58929 0.059 1.666 -0.674 0.28
H 2.00544 -0.82939 3.80222 1.688 1.541 2.204 0.47
H 0.66786 -2.29117 0.84492 0.202 -0.336 -1.136 0.49
H -0.82695 -1.84103 1.65081 0.221 0.064 -0.077 0.37
H -3.75374 1.71732 -2.03659 -3.592 -1.288 -0.341 0.27
H 1.08195 1.28235 -4.20677 -1.618 0.563 0.157 0.30
H -0.39086 2.42551 -4.50061 0.358 0.177 0.298 0.32
```
Forces are in eV/Å.

A structure of composition C7H12CrF9N4O17S3. Source: the OMol25 dataset; level of theory: ωB97M-V/def2-TZVPD.

Computed properties:
- total charge = -1
- <S²> = 6.006
- largest force on an atom (eV Å⁻¹) = 3.96
- LUMO energy (spin up / spin down) (eV) = 1.194 / 1.127
- spin multiplicity = 5

Geometry as XYZ:
```
53
Properties=species:S:1:pos:R:3:forces:R:3:mulliken_charge:R:1
Cr -0.20383 -0.16505 -0.10487 2.032 1.360 0.014 0.18
C 3.02387 -0.43051 3.35556 -2.299 1.472 -0.652 0.49
F 2.43934 -1.16124 4.34387 -0.224 -0.480 -0.917 -0.27
F 4.03019 0.14034 3.93088 1.768 0.382 0.274 -0.21
F 3.37462 -1.17104 2.31260 0.588 -1.080 0.384 -0.19
S 1.94293 0.94133 2.60825 -0.569 3.179 -0.549 1.12
O 0.99386 0.32788 1.64455 1.179 -0.443 1.545 -0.09
O 1.24069 1.52010 3.76075 0.254 -1.089 -0.336 -0.78
O 2.89640 1.87781 1.99954 -0.905 -2.216 0.865 -0.66
C 2.89217 0.40161 -3.36676 0.350 -1.088 1.331 0.49
F 2.28869 1.36967 -4.04714 0.140 0.034 0.036 -0.23
F 2.20953 -0.74894 -3.55276 -0.531 0.470 -0.086 -0.22
F 4.08812 0.12305 -3.90289 0.300 0.848 -0.189 -0.24
S 3.06430 0.70591 -1.46646 -0.501 -0.067 0.766 1.11
O 4.10283 -0.22509 -1.06223 -0.665 0.303 -0.571 -0.68
O 3.33809 2.10702 -1.29951 -0.028 -0.528 -0.652 -0.65
O 1.71339 0.31064 -0.96964 0.812 -0.087 -0.996 -0.44
C -1.58428 4.03288 0.69039 0.742 -1.022 -1.053 0.52
F -1.45296 3.64398 1.95709 -0.237 0.118 0.276 -0.20
F -2.78345 3.58262 0.23084 0.305 0.170 0.180 -0.25
F -1.60724 5.35553 0.62372 0.090 0.024 0.129 -0.21
S -0.15986 3.27481 -0.34536 3.101 2.332 -0.780 1.27
O -0.36554 3.82133 -1.68448 -1.184 -1.056 0.830 -0.72
O 1.11515 3.72788 0.20168 -2.299 -0.555 0.320 -0.61
O -0.38616 1.83709 -0.17282 -1.355 -0.073 -0.189 -0.05
C 1.29979 -3.85489 2.07432 -0.090 -0.353 0.433 -0.80
N 0.54830 -3.32711 0.91486 0.551 -0.584 -1.808 0.79
O 0.39893 -2.13940 0.74457 -0.182 0.340 1.063 -0.29
O 0.20519 -4.16313 0.09858 -0.364 0.027 0.348 -0.53
H 0.53579 -4.24365 2.74692 0.078 0.270 0.215 0.30
H 1.95126 -3.11402 2.52962 -0.304 0.145 -0.145 0.18
H 1.84396 -4.72125 1.70757 0.095 0.206 -0.099 0.35
C -3.55537 1.27552 -2.24364 1.009 2.002 -0.486 -0.75
N -2.95109 -0.05697 -2.12464 0.108 -0.162 0.634 0.80
O -3.33802 -0.97144 -2.81245 -0.125 0.070 -0.165 -0.53
O -2.07158 -0.16546 -1.27900 -0.807 -0.187 -0.441 -0.35
H -4.00235 1.49656 -3.20948 -0.492 -0.872 0.143 0.33
H -2.71361 1.97404 -2.22769 0.245 -0.144 0.267 0.18
H -4.13641 1.58385 -1.37721 -0.196 -0.688 0.029 0.30
C -2.37164 0.85359 3.60863 0.854 0.575 0.384 -0.85
N -2.55062 0.66777 2.14110 0.118 0.625 -0.642 0.88
O -1.68650 0.02978 1.53891 -1.310 -0.131 0.965 -0.09
O -3.49177 1.23571 1.61136 0.598 -0.810 0.303 -0.50
H -1.31057 0.76888 3.84577 0.053 -0.391 -0.255 0.27
H -2.97298 0.15386 4.18349 -0.112 -0.051 -0.325 0.30
H -2.61706 1.88775 3.84141 -0.440 -0.131 -0.193 0.32
C -0.99783 -3.14948 -3.41914 -0.484 0.312 0.289 -0.86
N 0.26064 -2.60016 -2.79411 0.212 -0.921 -0.269 0.76
O 0.14808 -1.80230 -1.88398 -0.080 -0.305 -0.576 -0.13
O 1.31218 -3.03798 -3.21901 -0.799 0.056 0.347 -0.49
H -0.87795 -4.20617 -3.64058 0.371 0.177 -0.098 0.30
H -1.23718 -2.56361 -4.30466 0.355 -0.069 -0.094 0.33
H -1.83242 -3.00990 -2.73631 0.279 0.088 0.199 0.27
```
Forces are in eV/Å.

A structure of composition C7H12F2NO2S. Source: the OMol25 dataset; level of theory: ωB97M-V/def2-TZVPD.

Computed properties:
- total charge = -1
- energy relative to the best compared isomer or geometry (same formula, charge and spin) (kJ/mol) = 0.0
- largest force on an atom (eV Å⁻¹) = 4.84
- LUMO energy (eV) = 3.560
- spin multiplicity = 1

Geometry as XYZ:
```
25
Properties=species:S:1:pos:R:3:forces:R:3:mulliken_charge:R:1
C -1.89922 1.28514 0.92451 -0.018 -0.099 -0.658 -0.62
C -2.93843 0.86590 -0.02894 1.069 0.403 -3.967 -0.61
C -2.12035 -0.15789 0.65638 0.463 -2.478 1.520 -0.19
C -1.00085 -0.95202 0.01213 0.833 3.975 -0.562 -0.55
C 0.22668 -1.11630 0.90689 1.325 1.330 -0.073 -1.05
C 2.08170 -0.23409 -0.68067 3.324 -2.341 -2.635 -0.11
C 1.49700 -1.34799 0.15130 0.708 -0.897 -0.083 0.79
N 1.35099 0.09667 -1.84395 -0.208 3.066 2.173 -0.47
O 2.76876 2.28386 -0.84916 0.448 0.245 -1.063 -0.70
O 1.43834 1.73602 1.05281 -0.877 -0.129 0.911 -0.59
F 2.50477 -1.68318 1.06534 -0.676 -0.083 -0.302 -0.34
F 1.28640 -2.53658 -0.61209 0.495 0.683 0.089 -0.38
S 2.63683 1.35869 0.29182 0.274 -0.422 -0.138 0.47
H -1.09539 1.80168 0.45744 0.970 0.064 0.277 0.30
H -2.36468 1.71086 1.74517 -0.105 0.777 1.922 0.34
H -3.91627 1.08040 0.19890 -2.244 -0.021 0.845 0.32
H -2.76519 1.19966 -1.13294 -0.004 -1.196 1.852 0.19
H -2.51009 -0.87931 1.43938 -0.421 1.645 -0.504 0.23
H -0.81385 -0.32499 -0.93107 0.630 -1.333 1.243 0.13
H -1.24615 -1.90760 -0.23765 -1.349 -2.574 -1.116 0.46
H 0.52781 -0.27498 1.49562 -0.527 1.573 -0.090 0.37
H 0.28027 -1.79201 1.73654 -0.992 -1.533 0.014 0.51
H 3.33277 -0.77571 -1.15281 -3.034 1.314 1.827 0.14
H 1.14613 -0.49930 -2.57529 0.054 -1.552 -1.262 0.17
H 1.59200 1.06306 -2.08965 -0.137 -0.417 -0.218 0.18
```
Forces are in eV/Å.

The ion C7H12FN2 with charge +1. Source: the OMol25 dataset; level of theory: ωB97M-V/def2-TZVPD.

Computed properties:
- total charge = +1
- energy relative to the best compared isomer or geometry (same formula, charge and spin) (kJ/mol) = 319.3
- largest force on an atom (eV Å⁻¹) = 7.14
- LUMO energy (spin up / spin down) (eV) = -4.431 / -4.431
- spin multiplicity = 1

Geometry as XYZ:
```
22
Properties=species:S:1:pos:R:3:forces:R:3:mulliken_charge:R:1
C 1.70999 2.20743 -2.18029 -3.559 -2.096 0.817 -1.62
C 0.92297 1.02877 -1.52977 1.270 2.713 0.443 -0.45
C 0.53978 1.39556 -0.10194 -2.856 -0.202 -0.533 -0.63
C 0.14707 0.15003 0.60139 -1.565 -0.251 0.927 0.60
C 0.66215 -0.39408 1.83142 1.445 1.813 0.985 -0.72
C -0.05091 -1.43948 2.22274 -4.094 -3.348 -4.796 0.47
F -0.08776 -2.52756 2.93949 0.518 1.729 -0.018 -0.18
N -1.13049 -1.68442 0.80179 4.269 0.505 4.601 -0.27
C -2.33853 -2.41964 0.82439 -1.961 -1.009 1.811 -0.74
N -0.92135 -0.52856 0.16605 2.528 0.045 1.923 0.15
H 2.52115 2.36549 -1.62853 3.640 0.646 2.190 0.48
H 1.97004 1.98538 -3.14069 0.685 -0.506 -2.652 0.43
H 1.14360 3.08109 -2.13387 -1.112 1.512 -0.192 0.41
H 1.57415 0.22503 -1.39123 1.123 -1.579 -0.368 0.41
H 0.11439 0.74597 -2.12521 -1.446 -0.529 -0.930 0.40
H -0.37475 2.09794 -0.02461 1.649 -0.685 -0.164 0.29
H 1.37818 1.78178 0.38275 1.192 1.017 0.867 0.38
H 1.44501 0.13396 2.46677 -1.010 -0.956 -1.142 0.35
H -3.08442 -1.94364 1.61715 0.717 -0.511 -2.529 0.30
H -2.53670 -2.57798 -0.27118 -1.010 0.129 1.292 0.36
H -2.25609 -3.45674 1.33908 0.753 1.618 -1.249 0.26
H -1.34745 -0.22634 -0.66570 -1.180 -0.055 -1.283 0.33
```
Forces are in eV/Å.

The highest spin multiplicity belongs to which entry? C7H12CrF9N4O17S3

Repeat the third record exactly.
A structure of composition C7H12F2NO2S. Source: the OMol25 dataset; level of theory: ωB97M-V/def2-TZVPD.

Computed properties:
- total charge = -1
- energy relative to the best compared isomer or geometry (same formula, charge and spin) (kJ/mol) = 0.0
- largest force on an atom (eV Å⁻¹) = 4.84
- LUMO energy (eV) = 3.560
- spin multiplicity = 1

Geometry as XYZ:
```
25
Properties=species:S:1:pos:R:3:forces:R:3:mulliken_charge:R:1
C -1.89922 1.28514 0.92451 -0.018 -0.099 -0.658 -0.62
C -2.93843 0.86590 -0.02894 1.069 0.403 -3.967 -0.61
C -2.12035 -0.15789 0.65638 0.463 -2.478 1.520 -0.19
C -1.00085 -0.95202 0.01213 0.833 3.975 -0.562 -0.55
C 0.22668 -1.11630 0.90689 1.325 1.330 -0.073 -1.05
C 2.08170 -0.23409 -0.68067 3.324 -2.341 -2.635 -0.11
C 1.49700 -1.34799 0.15130 0.708 -0.897 -0.083 0.79
N 1.35099 0.09667 -1.84395 -0.208 3.066 2.173 -0.47
O 2.76876 2.28386 -0.84916 0.448 0.245 -1.063 -0.70
O 1.43834 1.73602 1.05281 -0.877 -0.129 0.911 -0.59
F 2.50477 -1.68318 1.06534 -0.676 -0.083 -0.302 -0.34
F 1.28640 -2.53658 -0.61209 0.495 0.683 0.089 -0.38
S 2.63683 1.35869 0.29182 0.274 -0.422 -0.138 0.47
H -1.09539 1.80168 0.45744 0.970 0.064 0.277 0.30
H -2.36468 1.71086 1.74517 -0.105 0.777 1.922 0.34
H -3.91627 1.08040 0.19890 -2.244 -0.021 0.845 0.32
H -2.76519 1.19966 -1.13294 -0.004 -1.196 1.852 0.19
H -2.51009 -0.87931 1.43938 -0.421 1.645 -0.504 0.23
H -0.81385 -0.32499 -0.93107 0.630 -1.333 1.243 0.13
H -1.24615 -1.90760 -0.23765 -1.349 -2.574 -1.116 0.46
H 0.52781 -0.27498 1.49562 -0.527 1.573 -0.090 0.37
H 0.28027 -1.79201 1.73654 -0.992 -1.533 0.014 0.51
H 3.33277 -0.77571 -1.15281 -3.034 1.314 1.827 0.14
H 1.14613 -0.49930 -2.57529 0.054 -1.552 -1.262 0.17
H 1.59200 1.06306 -2.08965 -0.137 -0.417 -0.218 0.18
```
Forces are in eV/Å.